# 1
{
  "formula": "C22H39AuBF4N2O4S2SeSi",
  "method": "the ωB97M-V functional and the def2-TZVPD basis",
  "orbital_gap_ha": 0.24559,
  "total_charge": -1,
  "homo_energy_ev": -5.23,
  "species": ["Au", "C", "C", "C", "C", "O", "Si", "S", "O", "C", "C", "C", "C", "O", "C", "C", "C", "C", "H", "H", "H", "H", "H", "H", "H", "H", "H", "H", "H", "H", "H", "H", "H", "H", "H", "H", "H", "H", "H", "H", "H", "H", "H", "H", "H", "O", "S", "C", "C", "C", "C", "H", "H", "H", "H", "H", "H", "H", "H", "F", "B", "F", "F", "F", "Se", "N", "C", "C", "C", "C", "C", "C", "N", "H", "H", "H", "H"],
  "xyz": [[-0.234, 0.346, -1.918], [-2.771, -2.386, 1.012], [-1.911, -2.322, 2.269], [-0.941, -3.498, 2.331], [-2.790, -2.299, 3.514], [-1.195, -1.092, 2.285], [0.156, -0.565, 1.509], [0.432, -1.362, -0.405], [1.369, -1.032, 2.529], [2.784, -0.907, 2.416], [3.304, -0.783, 3.842], [3.329, -2.172, 1.760], [3.171, 0.323, 1.601], [0.100, 1.061, 1.502], [-0.851, 2.106, 1.700], [-2.216, 1.710, 1.153], [-0.310, 3.311, 0.947], [-0.935, 2.378, 3.197], [-3.370, -3.300, 1.002], [-2.136, -2.366, 0.126], [-3.446, -1.528, 0.975], [-1.493, -4.436, 2.425], [-0.280, -3.388, 3.191], [-0.332, -3.541, 1.427], [-3.412, -3.195, 3.565], [-3.440, -1.423, 3.493], [-2.170, -2.247, 4.410], [2.970, -1.636, 4.435], [2.920, 0.128, 4.303], [4.396, -0.750, 3.855], [3.122, -3.043, 2.384], [4.409, -2.094, 1.611], [2.842, -2.312, 0.795], [2.726, 1.221, 2.029], [2.822, 0.233, 0.571], [4.258, 0.436, 1.591], [-2.133, 1.460, 0.094], [-2.910, 2.547, 1.254], [-2.616, 0.848, 1.685], [-0.185, 3.084, -0.112], [0.665, 3.599, 1.343], [-0.987, 4.162, 1.037], [-1.292, 1.490, 3.722], [-1.618, 3.205, 3.401], [0.052, 2.638, 3.584], [1.991, -0.202, -3.353], [3.152, -0.615, -2.505], [3.179, -2.441, -2.569], [4.453, -2.881, -3.283], [4.730, -1.807, -4.333], [4.620, -0.494, -3.571], [2.282, -2.662, -3.150], [3.048, -2.834, -1.564], [4.347, -3.880, -3.710], [5.285, -2.917, -2.574], [3.964, -1.839, -5.110], [5.703, -1.926, -4.813], [4.451, 0.391, -4.182], [5.485, -0.329, -2.924], [-0.118, 2.692, -2.681], [0.081, 3.980, -3.319], [-0.068, 4.960, -2.335], [1.344, 4.013, -3.885], [-0.920, 4.116, -4.289], [-3.154, -1.226, -2.841], [-2.456, 0.407, -2.782], [-3.406, 1.220, -2.341], [-3.256, 2.639, -2.184], [-4.309, 3.341, -1.712], [-5.554, 2.707, -1.364], [-5.747, 1.379, -1.514], [-4.669, 0.583, -2.030], [-4.740, -0.717, -2.244], [-2.319, 3.101, -2.451], [-4.215, 4.412, -1.589], [-6.358, 3.321, -0.977], [-6.681, 0.897, -1.262]],
  "nbo_charge": [0.728, -0.642, 0.279, -0.641, -0.612, -0.953, 2.209, -1.010, -0.946, 0.272, -0.611, -0.627, -0.649, -0.959, 0.276, -0.631, -0.615, -0.622, 0.197, 0.238, 0.210, 0.199, 0.218, 0.228, 0.196, 0.210, 0.209, 0.207, 0.211, 0.195, 0.203, 0.194, 0.227, 0.225, 0.235, 0.198, 0.212, 0.204, 0.219, 0.245, 0.204, 0.200, 0.215, 0.198, 0.207, -0.999, 1.264, -0.616, -0.409, -0.412, -0.614, 0.246, 0.246, 0.215, 0.196, 0.215, 0.210, 0.255, 0.214, -0.609, 1.352, -0.572, -0.562, -0.574, 0.981, -0.715, 0.187, -0.214, -0.209, -0.197, -0.210, 0.070, -0.620, 0.283, 0.221, 0.209, 0.218]
}

***

# 2
{
  "formula": "C38H47GeN9O2SSr",
  "method": "the ωB97M-V functional and the def2-TZVPD basis",
  "orbital_gap_ha": [0.23820, 0.21173],
  "relative_energy_kj_mol": 1251.2,
  "total_charge": 1,
  "homo_energy_ev": [-8.95, -8.94],
  "multiplicity": 2,
  "s2": 0.77,
  "species": ["Sr", "N", "C", "C", "N", "C", "C", "N", "C", "C", "N", "H", "H", "H", "H", "H", "H", "H", "H", "H", "H", "H", "H", "H", "H", "H", "H", "H", "H", "C", "C", "N", "O", "C", "C", "N", "O", "H", "H", "H", "H", "H", "H", "H", "N", "C", "C", "C", "C", "C", "C", "N", "C", "C", "C", "S", "C", "N", "H", "H", "H", "H", "H", "H", "H", "C", "C", "C", "C", "C", "C", "Ge", "C", "C", "C", "C", "C", "C", "C", "C", "C", "C", "C", "C", "H", "H", "H", "H", "H", "H", "H", "H", "H", "H", "H", "H", "H", "H", "H"],
  "xyz": [[0.290, -0.549, -0.903], [1.989, 0.772, -0.954], [2.266, -0.145, -2.021], [1.223, -0.667, -2.923], [0.328, -1.664, -2.502], [-0.070, -2.405, -3.685], [-1.142, -3.438, -3.404], [-2.261, -2.825, -2.712], [1.209, -2.445, -1.757], [1.704, -2.028, -0.452], [0.703, -2.333, 0.539], [2.788, 0.616, -0.313], [2.169, 1.705, -1.315], [2.895, 0.380, -2.773], [2.967, -0.936, -1.796], [0.783, 0.122, -3.546], [1.911, -1.153, -3.666], [-0.401, -1.680, -4.434], [0.833, -2.902, -4.091], [-1.387, -3.918, -4.361], [-0.715, -4.213, -2.759], [-2.562, -1.971, -3.172], [-3.050, -3.457, -2.674], [0.826, -3.472, -1.633], [2.119, -2.650, -2.382], [2.633, -2.590, -0.314], [1.949, -1.008, -0.500], [0.427, -3.296, 0.351], [1.183, -2.377, 1.435], [-1.648, 5.001, -1.423], [-1.136, 3.598, -1.619], [-0.129, 3.101, -1.018], [0.520, 3.865, -0.088], [-1.837, 2.680, -2.543], [-2.049, 3.037, -3.992], [-2.224, 1.551, -2.073], [-2.788, 0.605, -2.629], [-1.924, 5.143, -0.376], [-2.537, 5.170, -2.022], [-0.896, 5.740, -1.704], [-0.011, 4.643, 0.155], [-2.559, 3.992, -4.103], [-2.653, 2.259, -4.454], [-1.092, 3.111, -4.510], [5.623, -0.876, 1.862], [5.967, -1.770, 0.874], [6.985, -2.707, 0.779], [7.015, -3.483, -0.360], [6.060, -3.339, -1.370], [5.043, -2.410, -1.278], [4.993, -1.607, -0.135], [4.086, -0.640, 0.277], [4.493, -0.234, 1.458], [3.764, 0.744, 2.249], [4.053, 1.159, 3.523], [2.896, 2.300, 4.053], [2.090, 2.161, 2.530], [2.643, 1.325, 1.721], [6.147, -0.680, 2.697], [7.711, -2.827, 1.572], [7.785, -4.232, -0.478], [6.118, -3.965, -2.250], [4.316, -2.356, -2.079], [4.874, 0.877, 4.158], [1.194, 2.698, 2.249], [-3.458, 4.590, 2.899], [-3.840, 4.340, 1.590], [-3.314, 3.251, 0.907], [-2.393, 2.387, 1.509], [-2.008, 2.668, 2.823], [-2.534, 3.754, 3.509], [-1.724, 0.691, 0.504], [-3.607, -0.095, 0.259], [-3.529, -1.453, -0.090], [-4.657, -2.253, -0.117], [-5.897, -1.714, 0.205], [-5.994, -0.375, 0.539], [-4.858, 0.429, 0.575], [-1.539, -0.377, 2.292], [-0.249, -0.365, 2.840], [0.042, -1.046, 4.013], [-0.961, -1.749, 4.666], [-2.252, -1.735, 4.158], [-2.542, -1.053, 2.980], [-3.879, 5.425, 3.442], [-4.565, 4.989, 1.114], [-3.601, 3.025, -0.116], [-1.294, 2.004, 3.296], [-2.237, 3.943, 4.533], [-2.513, -1.791, -0.293], [-4.592, -3.306, -0.365], [-6.776, -2.344, 0.210], [-6.960, 0.044, 0.791], [-4.941, 1.462, 0.882], [0.462, 0.192, 2.234], [1.044, -1.041, 4.432], [-0.737, -2.306, 5.566], [-3.040, -2.259, 4.682], [-3.553, -1.033, 2.597]],
  "lowdin_spin": [0.035, 0.000, 0.001, 0.001, 0.000, 0.000, 0.000, 0.000, 0.000, 0.000, 0.000, 0.000, 0.000, 0.000, 0.000, 0.000, 0.000, 0.000, 0.000, 0.000, 0.000, -0.001, 0.000, 0.000, 0.000, 0.000, 0.000, 0.000, 0.000, -0.001, -0.003, -0.008, -0.002, 0.016, 0.015, 0.350, 0.384, 0.000, 0.000, 0.000, 0.000, 0.000, 0.004, 0.000, 0.000, 0.000, 0.000, 0.000, 0.000, 0.000, 0.000, 0.000, 0.000, 0.000, 0.000, 0.000, 0.000, 0.000, 0.000, 0.000, 0.000, 0.000, 0.000, 0.000, 0.000, 0.002, 0.000, 0.002, 0.000, 0.001, 0.000, 0.101, -0.001, 0.005, 0.000, 0.003, 0.001, 0.001, 0.069, 0.005, 0.001, -0.001, 0.003, 0.009, 0.000, 0.000, 0.001, 0.000, 0.000, 0.002, 0.000, 0.000, 0.000, 0.000, 0.002, 0.000, 0.000, 0.001, 0.001]
}

***

# 3
{
  "formula": "C22H50Cl45N2OP2S",
  "method": "the ωB97M-V functional and the def2-TZVPD basis",
  "orbital_gap_ha": 0.29359,
  "total_charge": 1,
  "homo_energy_ev": -11.76,
  "species": ["N", "P", "O", "N", "Cl", "P", "S", "H", "H", "H", "H", "H", "H", "C", "Cl", "Cl", "H", "H", "C", "Cl", "Cl", "H", "H", "C", "Cl", "Cl", "H", "H", "C", "Cl", "Cl", "H", "H", "C", "Cl", "Cl", "H", "H", "C", "Cl", "Cl", "H", "H", "C", "Cl", "Cl", "H", "H", "C", "Cl", "Cl", "H", "H", "C", "Cl", "Cl", "H", "H", "C", "Cl", "Cl", "H", "H", "C", "Cl", "Cl", "H", "H", "C", "Cl", "Cl", "H", "H", "C", "Cl", "Cl", "H", "H", "C", "Cl", "Cl", "H", "H", "C", "Cl", "Cl", "H", "H", "C", "Cl", "Cl", "H", "H", "C", "Cl", "Cl", "H", "H", "C", "Cl", "Cl", "H", "H", "C", "Cl", "Cl", "H", "H", "C", "Cl", "Cl", "H", "H", "C", "Cl", "Cl", "H", "H", "C", "Cl", "Cl", "H", "H"],
  "xyz": [[3.175, 4.427, 1.047], [2.044, 5.421, 0.321], [2.571, 5.733, -1.127], [0.579, 4.276, 0.021], [0.427, 3.721, -1.643], [-0.876, 5.343, 0.359], [-2.548, 4.425, 0.258], [4.055, 4.923, 1.065], [2.859, 4.310, 2.004], [2.850, 6.671, -1.109], [0.600, 3.442, 0.635], [-0.551, 5.858, 1.616], [-0.673, 6.364, -0.577], [-1.323, 4.980, 4.759], [-0.371, 6.454, 4.977], [-0.475, 3.730, 3.828], [-1.560, 4.576, 5.737], [-2.233, 5.235, 4.230], [-1.398, 0.913, -3.793], [-0.453, 2.126, -4.681], [-2.860, 0.446, -4.656], [-0.786, 0.032, -3.656], [-1.677, 1.329, -2.833], [5.151, 6.300, 4.126], [4.082, 4.980, 4.644], [4.330, 7.432, 3.035], [5.477, 6.841, 5.004], [6.004, 5.877, 3.611], [-1.327, -3.344, -2.005], [-1.752, -3.671, -3.689], [-0.246, -1.948, -1.860], [-2.234, -3.142, -1.447], [-0.823, -4.211, -1.602], [-2.212, 0.888, 1.955], [-2.643, -0.673, 1.261], [-0.489, 0.933, 2.365], [-2.413, 1.667, 1.234], [-2.797, 1.052, 2.851], [2.389, 4.769, 8.204], [1.498, 4.324, 6.739], [1.301, 5.138, 9.540], [3.025, 3.940, 8.488], [2.985, 5.645, 7.987], [-5.796, -3.232, -4.304], [-6.185, -3.644, -5.976], [-4.782, -1.786, -4.184], [-6.717, -3.057, -3.766], [-5.258, -4.061, -3.868], [-0.354, -4.713, 1.869], [-0.548, -2.971, 1.609], [0.330, -5.505, 0.446], [0.309, -4.873, 2.710], [-1.326, -5.143, 2.074], [3.099, 0.402, 0.786], [2.015, -0.856, 1.357], [2.275, 1.549, -0.294], [3.476, 0.950, 1.642], [3.920, -0.052, 0.243], [-1.152, 1.618, 6.893], [-2.159, 1.180, 5.501], [-2.129, 2.103, 8.280], [-0.554, 0.759, 7.166], [-0.513, 2.445, 6.611], [5.362, -2.985, 0.806], [6.088, -1.819, -0.312], [3.819, -3.594, 0.206], [6.042, -3.818, 0.930], [5.195, -2.494, 1.756], [0.304, -9.187, 1.431], [0.559, -10.900, 1.089], [-1.411, -8.807, 1.643], [0.829, -8.933, 2.343], [0.686, -8.606, 0.602], [0.895, -1.521, 4.967], [2.541, -0.915, 5.211], [0.061, -1.795, 6.504], [0.337, -0.788, 4.397], [0.944, -2.456, 4.426], [-6.287, -1.329, -0.720], [-5.353, -2.709, -0.126], [-7.734, -1.835, -1.596], [-6.593, -0.731, 0.129], [-5.661, -0.748, -1.386], [-5.424, -7.131, -3.196], [-5.091, -6.668, -4.876], [-4.919, -5.867, -2.060], [-6.491, -7.292, -3.087], [-4.880, -8.038, -2.968], [-3.263, -4.448, -8.343], [-3.261, -3.670, -9.930], [-1.722, -4.218, -7.508], [-4.052, -4.012, -7.743], [-3.434, -5.508, -8.474], [-0.249, -6.783, -4.352], [1.074, -6.859, -3.175], [-1.135, -8.311, -4.434], [-0.936, -5.998, -4.062], [0.170, -6.571, -5.327], [7.141, 6.620, 8.160], [7.800, 7.822, 7.050], [5.620, 5.943, 7.549], [7.856, 5.815, 8.270], [6.952, 7.090, 9.116], [-1.744, -0.120, -10.467], [-1.739, 0.671, -12.048], [-0.204, 0.097, -9.623], [-2.533, 0.311, -9.865], [-1.916, -1.179, -10.608], [4.511, 8.916, -2.372], [6.095, 9.453, -1.833], [3.375, 8.811, -1.006], [4.123, 9.618, -3.098], [4.606, 7.932, -2.814], [7.515, 5.663, -1.750], [9.104, 6.171, -1.188], [6.344, 5.586, -0.418], [7.159, 6.379, -2.480], [7.597, 4.679, -2.193], [-8.779, -9.594, -2.585], [-7.222, -10.324, -2.995], [-8.764, -7.839, -2.811], [-9.540, -10.018, -3.226], [-8.999, -9.806, -1.547]],
  "mulliken_charge": [-0.166, 0.582, -0.160, -0.039, 0.108, 0.229, -0.215, 0.047, 0.210, -0.031, 0.155, 0.065, 0.132, -0.622, -0.121, 0.137, 0.313, 0.398, 0.102, -0.216, -0.190, 0.082, 0.172, -0.160, -0.090, -0.159, 0.087, 0.327, 0.282, -0.050, -0.093, 0.056, -0.172, -0.096, -0.091, -0.061, 0.002, 0.198, -0.235, -0.038, -0.167, 0.330, 0.085, 0.497, -0.191, -0.043, 0.074, -0.361, -0.604, 0.010, -0.088, 0.354, 0.359, -0.246, 0.060, -0.111, 0.282, 0.044, 0.485, -0.135, -0.162, 0.169, -0.407, -0.342, -0.175, -0.041, 0.336, 0.222, -0.109, -0.158, -0.156, 0.276, 0.140, 0.677, -0.171, -0.174, -0.328, 0.011, -0.252, -0.121, -0.170, 0.375, 0.159, 0.344, -0.118, -0.126, -0.419, 0.358, 0.139, -0.166, -0.153, -0.099, 0.286, 0.417, -0.160, -0.168, -0.349, 0.258, -0.379, -0.149, -0.063, 0.307, 0.297, 0.066, -0.161, -0.159, 0.255, -0.002, -0.214, -0.120, -0.183, 0.372, 0.173, -0.327, -0.141, -0.062, 0.196, 0.345, -0.248, -0.136, -0.175, 0.279, 0.277]
}

***

Number 1: energy -144763.7948 eV. Number 2: energy -125843.8105 eV. Number 3: energy -621569.3019 eV.